{
  "formula": "C9H16Si",
  "method": "ωB97M-V with the def2-TZVPD basis set",
  "elements": ["C", "H", "C", "C", "H", "H", "C", "H", "H", "H", "Si", "H", "C", "H", "C", "C", "C", "H", "H", "C", "H", "H", "H", "H", "H", "H"],
  "xyz": [[1.686, -2.363, -0.062], [-3.413, -1.134, -1.310], [0.876, -1.120, -0.076], [-0.689, 2.008, 1.752], [-0.647, 1.305, 2.478], [-0.837, -2.483, -0.417], [-1.808, -0.570, -0.097], [-1.542, 2.575, 1.846], [0.134, 2.630, 2.011], [3.157, 1.237, -0.447], [-0.462, 1.031, 0.045], [3.105, 0.835, 1.233], [-0.628, -1.395, -0.206], [-1.089, 1.832, -2.366], [2.952, 0.364, 0.178], [-3.188, -1.182, -0.252], [1.520, 0.064, 0.082], [0.472, 2.560, -1.738], [-1.217, 3.050, -1.156], [-0.566, 2.180, -1.509], [1.857, -2.710, 0.959], [1.166, -3.098, -0.596], [2.654, -2.117, -0.514], [3.617, -0.499, 0.014], [-3.107, -2.330, -0.076], [-4.001, -0.670, 0.223]],
  "forces_ev_per_a": [[0.9, 0.6, 0.4], [-0.2, 0.1, -0.5], [0.3, 0.2, 0.4], [1.6, -0.3, -3.5], [-0.3, -2.6, 2.4], [0.3, 0.9, 0.3], [6.5, -0.3, 0.3], [-2.2, 1.1, 0.0], [1.0, 0.8, -0.3], [0.4, -0.4, -0.3], [0.3, 0.3, 0.4], [0.1, -1.1, -1.5], [-3.1, 0.2, 0.1], [0.0, -0.7, -0.8], [0.0, 1.7, 2.1], [1.5, -1.5, -0.9], [-6.1, 0.2, -0.7], [-1.2, -0.3, 0.0], [1.0, -0.8, -0.4], [0.2, 1.5, 2.1], [0.0, -0.1, 0.0], [-0.3, -1.4, -0.9], [-0.2, -0.6, 0.0], [-0.2, 0.6, 0.1], [-0.4, 2.0, 0.2], [-0.2, 0.0, 0.7]],
  "lumo_ev": 0.9,
  "e_above_lowest_kcal_mol": 52.15,
  "max_force_ev_per_a": 6.56,
  "energy_ha": -641.8862
}